This record from the Open Molecules 2025 dataset describes a structure of composition C30H35CrN8O4 in a non-equilibrium geometry. The level of theory is the ωB97M-V functional and the def2-TZVPD basis.

The energy above the lowest of the compared OMol25 structures with the same formula, charge and spin is 4.3 kcal per mole. The spin multiplicity is 5. For the HOMO-LUMO gap (spin up / spin down), the calculation gives 0.24127 / 0.25913 Ha. As for the net charge: +1. The value obtained for the HOMO energy (spin up / spin down) is -0.332 / -0.354 Ha.

Atoms and positions in Å:
Cr -0.828 1.741 -1.248
C 4.197 -4.176 2.137
O 3.763 -2.884 2.575
C 2.507 -2.803 3.061
C 1.599 -3.848 3.097
C 0.319 -3.631 3.617
C -0.087 -2.377 4.042
C 0.846 -1.337 4.018
C 2.128 -1.563 3.563
N -1.392 -2.219 4.642
N -1.953 -1.114 4.584
C -1.716 -0.224 3.495
C -1.712 1.126 3.769
C -1.417 2.104 2.801
C -1.179 1.731 1.494
O -0.928 2.544 0.517
C -1.276 0.324 1.170
N -1.123 0.039 -0.159
C -1.214 -1.213 -0.537
C -1.563 -2.246 0.349
C -1.763 -1.971 1.668
C -1.560 -0.651 2.141
H 5.223 -4.058 1.815
H 3.597 -4.530 1.294
H 4.151 -4.903 2.947
H 1.864 -4.836 2.738
H -0.395 -4.447 3.670
H 0.569 -0.364 4.406
H 2.884 -0.792 3.639
H -1.879 1.415 4.804
H -1.379 3.157 3.064
H -1.020 -1.415 -1.584
H -1.685 -3.257 -0.023
H -2.098 -2.756 2.332
N -1.337 3.791 -1.998
C -0.828 4.309 -3.302
C 0.685 4.100 -3.431
C 1.018 2.621 -3.540
O 1.295 2.141 -4.647
O 0.934 1.944 -2.431
H -2.340 3.906 -1.952
H -0.954 4.359 -1.252
H -1.049 5.369 -3.396
H -1.338 3.786 -4.107
H 1.187 4.519 -2.554
H 1.041 4.599 -4.329
N -2.211 -0.015 -4.926
C -1.241 0.493 -4.136
N -1.701 0.830 -2.954
C -3.076 0.510 -2.965
C -4.046 0.631 -1.968
C -5.330 0.217 -2.270
C -5.653 -0.300 -3.535
C -4.699 -0.431 -4.526
C -3.407 -0.020 -4.208
H -2.080 -0.317 -5.874
H -0.209 0.624 -4.461
H -3.794 1.027 -0.990
H -6.107 0.293 -1.517
H -6.673 -0.609 -3.735
H -4.947 -0.835 -5.503
N 4.020 -0.514 1.201
C 3.658 0.901 1.602
C 2.165 1.089 1.369
N 1.762 0.768 0.015
C 2.186 -0.548 -0.420
C 3.677 -0.776 -0.246
H 3.489 -1.152 1.766
H 5.000 -0.694 1.372
H 4.238 1.577 0.982
H 3.924 1.052 2.645
H 1.893 2.117 1.603
H 1.615 0.437 2.063
H 1.970 1.488 -0.674
H 1.934 -0.667 -1.475
H 1.637 -1.308 0.155
H 4.249 -0.083 -0.856
H 3.963 -1.797 -0.493

This record from the Open Molecules 2025 dataset describes an isolated molecule of C20H16N4 in a non-equilibrium geometry. The level of theory is the ωB97M-V functional and the def2-TZVPD basis.

The energy above the lowest of the compared OMol25 structures with the same formula, charge and spin is 59.8 kcal per mole. The spin multiplicity is 1. For the HOMO-LUMO gap, the calculation gives 0.22700 Ha. The value obtained for the HOMO energy is -0.256 Ha.

Atoms and positions in Å:
C -1.034 1.984 3.583
C -2.227 2.320 2.890
C -2.039 1.680 1.591
C -3.043 1.591 0.696
C -2.943 0.835 -0.567
C -3.903 0.487 -1.518
C -3.561 -0.532 -2.443
C -2.201 -0.690 -2.109
N -1.801 0.216 -1.087
C -1.385 -1.781 -2.618
C 0.096 -1.377 -2.444
C 0.968 -0.801 -3.345
C 2.194 -0.672 -2.740
C 2.151 -1.254 -1.555
N 0.871 -1.776 -1.383
C 3.261 -1.298 -0.576
C 3.049 -0.734 0.623
C 4.076 -0.483 1.548
C 3.508 0.009 2.649
C 2.087 0.182 2.316
N 1.873 -0.218 1.033
C 1.223 0.841 3.115
C -0.146 1.261 2.663
N -0.771 1.094 1.530
H -0.734 2.303 4.558
H -3.064 2.912 3.105
H -3.926 2.076 1.037
H -4.943 0.805 -1.462
H -4.198 -1.083 -3.106
H -0.833 0.359 -0.746
H -1.299 -2.820 -2.144
H -1.619 -1.908 -3.702
H 0.631 -0.517 -4.270
H 3.021 -0.197 -3.298
H 0.512 -1.950 -0.447
H 4.283 -1.649 -0.851
H 5.073 -0.853 1.499
H 4.124 0.225 3.505
H 1.128 0.215 0.409
H 1.538 1.197 4.061

This record from the Open Molecules 2025 dataset describes a structure of composition C24H15AsClF3N2O7RuS2 in a non-equilibrium geometry. The level of theory is the ωB97M-V functional and the def2-TZVPD basis.

The energy above the lowest of the compared OMol25 structures with the same formula, charge and spin is 83.8 kcal per mole. The spin multiplicity is 5. For the HOMO-LUMO gap (spin up / spin down), the calculation gives 0.13687 / 0.19800 Ha. As for the net charge: -2. The value obtained for the HOMO energy (spin up / spin down) is 0.012 / -0.092 Ha.

Atoms and positions in Å:
Ru 0.341 -0.939 0.098
Cl -0.791 2.946 -6.349
C -0.054 2.146 -4.989
C 1.168 2.612 -4.528
C 1.763 1.895 -3.489
C 1.160 0.790 -2.925
O 2.005 -0.012 -2.178
C -0.162 0.399 -3.284
C -0.997 -0.550 -2.677
N -1.002 -1.051 -1.429
C -2.209 -1.524 -0.929
C -3.469 -1.352 -1.531
C -4.609 -1.889 -0.958
C -4.551 -2.635 0.205
C -3.329 -2.791 0.881
C -3.172 -3.517 2.080
C -1.925 -3.538 2.699
C -0.879 -2.817 2.163
N -0.999 -2.156 1.006
C -2.176 -2.172 0.333
C -0.706 1.092 -4.413
H 1.662 3.453 -4.983
H 2.752 2.159 -3.145
H -1.862 -0.802 -3.284
H -3.581 -0.750 -2.421
H -5.569 -1.715 -1.432
H -5.449 -3.077 0.614
H -4.019 -4.027 2.514
H -1.781 -4.095 3.614
H 0.082 -2.737 2.654
H -1.667 0.782 -4.795
O -1.035 3.242 1.486
As -0.339 1.589 2.009
O -1.282 1.259 3.264
O -0.696 0.815 0.580
C 1.491 2.251 2.200
C 1.835 3.497 1.701
C 3.140 3.947 1.817
C 4.096 3.174 2.459
C 3.751 1.924 2.945
C 2.460 1.464 2.779
S 1.980 -0.211 3.195
O 3.195 -0.982 3.348
O 1.187 -0.130 4.397
O 1.167 -0.617 2.020
H -1.813 2.985 0.985
H 1.071 4.083 1.211
H 3.411 4.904 1.392
H 5.113 3.534 2.567
H 4.475 1.276 3.415
S 3.317 0.243 0.024
C 1.936 -0.084 -0.829
F 0.329 -3.610 -0.901
C 1.232 -2.667 -0.434
F 2.207 -2.726 -1.390
F 1.798 -3.285 0.637

This record from the Open Molecules 2025 dataset describes an isolated molecule of C5H7NO in a non-equilibrium geometry. The level of theory is the ωB97M-V functional and the def2-TZVPD basis.

The energy above the lowest of the compared OMol25 structures with the same formula, charge and spin is 92.9 kcal per mole. The spin multiplicity is 1. For the HOMO-LUMO gap, the calculation gives 0.34212 Ha. The value obtained for the HOMO energy is -0.310 Ha.

Atoms and positions in Å:
C 0.776 -0.872 1.535
C 0.025 0.010 0.606
O -0.833 0.942 1.097
C -1.386 1.594 0.055
C -1.009 1.097 -1.190
C -0.058 0.035 -0.756
N 0.678 -0.822 -1.619
H 1.580 -1.363 0.980
H 1.218 -0.329 2.374
H 0.143 -1.659 1.958
H -2.076 2.380 0.352
H 0.134 1.362 -1.325
H 0.483 -0.623 -2.598
H 0.339 -1.766 -1.470

This record from the Open Molecules 2025 dataset describes a structure of composition C37H32ClOPPbSb in a non-equilibrium geometry. The level of theory is the ωB97M-V functional and the def2-TZVPD basis.

The spin multiplicity is 1. For the HOMO-LUMO gap (spin up / spin down), the calculation gives 0.15455 / 0.18543 Ha. As for the net charge: +3. The value obtained for the HOMO energy (spin up / spin down) is -0.603 / -0.603 Ha.

Atoms and positions in Å:
Pb -1.615 -1.157 -0.051
Cl 0.545 -2.399 0.279
C -0.187 1.379 -0.063
O 0.279 2.424 -0.149
P -0.064 0.015 -2.677
C -1.523 -0.388 -3.724
C 0.430 1.656 -3.329
C 1.241 -1.088 -3.327
C 1.646 1.879 -3.994
C 1.986 3.167 -4.427
C 1.118 4.240 -4.203
C -0.100 4.021 -3.549
C -0.441 2.743 -3.104
H 2.329 1.048 -4.174
H 2.932 3.323 -4.947
H 1.385 5.244 -4.545
H -0.790 4.850 -3.378
H -1.397 2.581 -2.599
C -2.409 -1.393 -3.283
C -3.671 -1.509 -3.864
C -3.992 -0.759 -5.004
C -3.045 0.116 -5.546
C -1.822 0.316 -4.897
H -2.105 -2.084 -2.479
H -4.418 -2.179 -3.427
H -4.973 -0.864 -5.476
H -3.253 0.656 -6.470
H -1.102 1.028 -5.304
C 1.085 -1.826 -4.510
C 2.099 -2.685 -4.937
C 3.271 -2.821 -4.188
C 3.437 -2.074 -3.011
C 2.432 -1.212 -2.579
H 0.172 -1.723 -5.096
H 1.968 -3.245 -5.864
H 4.058 -3.501 -4.520
H 4.354 -2.166 -2.427
H 2.554 -0.642 -1.653
H -2.772 -2.891 -0.245
H -1.993 -3.139 -0.181
C -0.697 4.028 5.611
C 0.388 3.978 4.727
C 0.638 2.810 3.991
C -0.216 1.713 4.134
C -1.280 1.739 5.040
C -1.526 2.912 5.773
Sb 0.070 0.058 2.763
C 2.092 -0.544 3.337
C 3.052 -0.637 2.320
C 4.399 -0.849 2.654
C 4.771 -0.989 3.997
C 3.800 -0.924 5.004
C 2.452 -0.703 4.675
C -1.672 -1.163 3.310
C -1.489 -2.441 3.834
C -2.592 -3.295 3.970
C -3.865 -2.874 3.576
C -4.049 -1.583 3.078
C -2.955 -0.715 2.963
H -0.898 4.945 6.172
H 1.040 4.843 4.600
H 1.490 2.777 3.306
H -1.921 0.866 5.182
H -2.372 2.944 6.463
H 2.765 -0.540 1.270
H 5.154 -0.902 1.864
H 5.819 -1.153 4.253
H 4.093 -1.043 6.047
H 1.701 -0.640 5.465
H -0.491 -2.776 4.127
H -2.460 -4.295 4.384
H -4.720 -3.550 3.655
H -5.043 -1.246 2.768
H -3.127 0.308 2.604

This record from the Open Molecules 2025 dataset describes a cluster of 2 separate species, C4H12 in total in a non-equilibrium geometry. The level of theory is the ωB97M-V functional and the def2-TZVPD basis.

The energy above the lowest of the compared OMol25 structures with the same formula, charge and spin is 17.8 kcal per mole. The spin multiplicity is 1. For the HOMO-LUMO gap, the calculation gives 0.45545 Ha. The value obtained for the HOMO energy is -0.415 Ha.

Atoms and positions in Å:
C 0.306 -2.025 0.633
C 1.475 -1.696 1.563
H 0.574 -2.164 -0.397
H -0.228 -2.929 0.836
H -0.580 -1.367 0.742
H 1.182 -0.842 2.186
H 1.726 -2.472 2.275
H 2.331 -1.384 0.942
C -0.525 2.484 -1.434
C -1.156 1.231 -0.870
H -0.156 2.209 -2.418
H -1.118 3.388 -1.368
H 0.416 2.704 -0.901
H -1.965 0.757 -1.457
H -1.804 1.493 -0.009
H -0.477 0.614 -0.322

This record from the Open Molecules 2025 dataset describes a cluster of 2 separate species, C5H14 in total in a non-equilibrium geometry. The level of theory is the ωB97M-V functional and the def2-TZVPD basis.

The energy above the lowest of the compared OMol25 structures with the same formula, charge and spin is 6.7 kcal per mole. The spin multiplicity is 1. For the HOMO-LUMO gap, the calculation gives 0.45240 Ha. The value obtained for the HOMO energy is -0.412 Ha.

Atoms and positions in Å:
C -0.986 1.715 1.869
C -0.908 0.453 1.044
C -0.837 -0.819 1.877
H -0.348 1.655 2.762
H -1.986 1.984 2.195
H -0.555 2.592 1.414
H -1.733 0.288 0.345
H -0.022 0.525 0.400
H -1.545 -0.777 2.715
H -1.069 -1.724 1.333
H 0.092 -0.984 2.421
C 1.373 0.105 -2.237
C 1.234 -1.392 -2.441
H 0.433 0.628 -2.381
H 1.670 0.288 -1.201
H 2.171 0.619 -2.772
H 2.188 -1.914 -2.378
H 0.713 -1.670 -3.354
H 0.591 -1.796 -1.653

This record from the Open Molecules 2025 dataset describes a structure of composition C24H25MoN6OS. The level of theory is the ωB97M-V functional and the def2-TZVPD basis.

The energy above the lowest of the compared OMol25 structures with the same formula, charge and spin is 0.0 kcal per mole. The spin multiplicity is 3. For the HOMO-LUMO gap (spin up / spin down), the calculation gives 0.24624 / 0.25330 Ha. As for the net charge: +1. The value obtained for the HOMO energy (spin up / spin down) is -0.370 / -0.390 Ha.

Atoms and positions in Å:
Mo -1.014 -0.675 0.961
C 2.832 -0.162 -1.155
C 3.686 0.230 -0.139
C 3.232 0.229 1.171
C 1.928 -0.154 1.429
N 1.097 -0.507 0.433
C 1.539 -0.523 -0.828
C 1.360 -0.257 2.805
C 2.116 -0.054 3.943
C 1.531 -0.254 5.185
C 0.213 -0.662 5.255
C -0.491 -0.836 4.077
N 0.064 -0.627 2.879
H 3.152 -0.194 -2.186
H 4.702 0.527 -0.360
H 3.891 0.521 1.974
H 0.823 -0.841 -1.574
H 3.151 0.242 3.871
H 2.111 -0.102 6.085
H -0.275 -0.845 6.202
H -1.530 -1.139 4.069
C -2.389 3.178 2.647
N -2.097 3.315 1.226
C -2.885 4.294 0.493
C -1.251 2.526 0.600
O -0.605 1.601 1.128
H -2.326 4.164 3.106
H -1.671 2.501 3.098
H -3.390 2.766 2.774
H -3.937 4.008 0.516
H -2.549 4.337 -0.541
H -2.768 5.277 0.947
H -1.138 2.758 -0.466
N -1.502 -1.817 -0.244
C -1.757 -2.937 -1.038
C -1.792 -4.214 -0.492
C -2.058 -5.295 -1.317
C -2.283 -5.104 -2.675
C -2.250 -3.825 -3.214
C -1.993 -2.736 -2.395
H -1.627 -4.347 0.569
H -2.091 -6.292 -0.899
H -2.488 -5.954 -3.313
H -2.431 -3.674 -4.270
H -1.982 -1.729 -2.792
C -5.905 -2.620 -1.375
C -5.564 -1.316 -0.721
C -6.177 -0.122 -1.094
C -5.765 1.020 -0.445
N -4.818 1.019 0.497
C -4.294 -0.172 0.779
S -3.068 -0.181 2.079
N -4.628 -1.335 0.226
H -6.951 -2.655 -1.678
H -5.687 -3.444 -0.699
H -5.293 -2.751 -2.269
H -6.946 -0.092 -1.853
H -6.207 1.982 -0.683